(1)
Computed, not measured: a single C13H18Cl3NO3S molecule at a distorted geometry, with ωB97M-V with the def2-TZVPD basis set.

```
39
Properties=species:S:1:pos:R:3:forces:R:3
C 1.757671 1.692888 -3.194038 0.2 0.0 0.2
H 2.315886 1.715649 -4.128254 0.0 -0.1 -0.1
H 0.948947 2.418510 -3.266411 -0.1 0.1 -0.1
H 1.341020 0.693496 -3.091597 -0.1 -0.2 -0.1
C 2.685448 2.032139 -2.027594 0.0 0.2 0.1
C 3.531469 3.254525 -2.385880 -0.1 -0.3 0.1
H 4.108787 3.068776 -3.288509 0.1 0.0 -0.1
H 4.224080 3.494067 -1.582704 0.1 0.1 0.1
H 2.892678 4.118040 -2.557231 -0.1 0.2 0.0
C 1.933571 2.323724 -0.722282 0.1 -0.2 -0.1
H 1.213205 3.130271 -0.874264 0.1 0.1 0.0
H 2.664203 2.671373 0.010682 0.0 0.1 0.0
C 1.179141 1.140606 -0.086410 0.4 0.3 0.4
N -0.109174 0.874486 -0.708925 -0.4 0.5 0.2
S -1.348343 1.776847 -0.122988 -0.2 -0.3 0.0
O -2.488150 1.569077 -0.950887 0.0 -0.1 -0.2
O -0.942316 3.099450 0.199956 0.1 0.0 0.4
O -1.605014 1.051203 1.301962 0.7 1.1 -0.5
C -2.573279 0.046055 1.375709 -0.7 -0.4 0.0
C -2.013704 -1.326626 0.993610 0.1 -0.2 0.1
Cl -0.418284 -1.556573 1.722274 0.0 -0.1 0.1
Cl -1.887274 -1.491235 -0.758013 -0.3 -0.5 -0.2
Cl -3.118852 -2.574453 1.596439 -0.1 0.1 0.1
H -2.914700 0.016532 2.415528 0.1 0.0 -0.2
H -3.408179 0.291602 0.707860 0.1 -0.2 0.2
H -0.099547 0.900225 -1.716012 -0.2 0.0 -0.3
C 2.034047 -0.104675 -0.020532 -0.1 -0.1 0.1
C 1.799397 -1.214147 -0.820315 0.1 0.2 0.0
C 2.616174 -2.328854 -0.733016 0.0 0.0 -0.1
C 3.680796 -2.346876 0.149955 0.0 -0.1 0.0
C 3.920520 -1.245061 0.953931 0.1 0.0 0.1
C 3.100943 -0.134711 0.871045 -0.1 0.0 -0.1
H 3.284689 0.717821 1.508621 0.0 0.1 0.1
H 4.744605 -1.253019 1.651904 0.1 0.0 0.1
H 4.317158 -3.216501 0.216792 0.0 -0.1 0.0
H 2.415924 -3.186725 -1.357601 0.0 -0.1 -0.1
H 0.963181 -1.219218 -1.501453 -0.1 0.0 0.0
H 0.914629 1.434014 0.936485 0.3 -0.1 0.0
H 3.357317 1.182821 -1.859511 0.0 0.1 0.0
```
Forces are in eV/Å.

Properties
total charge = 0

---

(2)
Computed, not measured: a single CHCl2NO molecule at a distorted geometry, with ωB97M-V with the def2-TZVPD basis set.

```
6
Properties=species:S:1:pos:R:3:forces:R:3
C -0.395289 -0.049711 0.072279 0.5 2.2 -2.1
N 0.933715 0.525215 -0.167834 -2.6 2.1 -1.7
O 0.234588 0.442622 1.112993 1.4 -0.7 2.3
Cl -0.589795 -1.698411 -0.156397 -0.3 -1.8 0.0
Cl -1.864270 0.878894 -0.431081 0.9 -0.5 0.1
H 1.681052 -0.098611 -0.429962 0.1 -1.4 1.3
```
Forces are in eV/Å.

Properties
total charge = 0
relative energy (zero: lowest compared OMol25 entry of this formula, charge and spin) = 78.02 kJ/mol

---

(3)
Computed, not measured: C21H25F3O5 as an isolated structure at a distorted geometry, with ωB97M-V with the def2-TZVPD basis set.

```
54
Properties=species:S:1:pos:R:3:forces:R:3
C -2.397267 -6.720847 -0.303640 2.6 -0.7 -3.3
C -2.308151 -5.499023 -0.864391 -1.7 1.0 2.2
C -3.012689 -4.259349 -0.233096 -11.3 -16.3 -0.9
H -3.398915 -4.621544 0.798196 0.2 0.3 -1.2
H -4.061643 -4.269059 -0.909392 2.2 0.8 1.4
O -2.360897 -3.296388 -0.154949 8.4 12.6 1.3
C -2.966484 -2.169984 0.280905 8.0 3.5 -4.0
O -4.060570 -1.898468 0.274290 -7.1 0.0 1.5
C -1.945539 -0.896494 -0.027668 4.6 -7.3 -1.3
C -0.662923 -1.067485 -0.539501 -3.4 4.3 0.8
C 0.223992 0.310054 -0.526404 3.1 -11.3 -7.2
C 1.581797 -0.282036 -0.396513 6.3 -4.4 2.0
C 2.781000 -0.032390 -1.117329 -6.3 6.6 -2.0
C 4.071495 -0.182117 -0.708928 -4.5 -6.3 3.4
C 4.265226 -1.249477 0.100558 -0.9 -0.3 5.5
C 3.143836 -1.800998 1.071848 3.5 6.7 -9.8
C 1.963904 -1.501068 0.733824 -7.9 4.7 -2.0
H 1.062546 -1.808460 1.315624 0.8 0.0 -0.5
H 3.501432 -2.410210 1.637737 3.3 -7.2 7.1
C 5.655114 -1.611922 0.638766 -0.3 1.6 -4.1
F 5.714512 -2.840405 1.067819 0.2 -0.6 1.8
F 6.208296 -0.671053 1.460046 -0.4 -1.5 -0.3
F 6.424907 -1.662812 -0.533488 0.5 0.6 1.0
H 4.817575 0.191779 -1.125553 6.3 3.7 -3.9
H 2.587434 1.066786 -2.007917 0.6 -3.5 2.5
H 0.340106 0.613683 -1.540421 -1.0 1.7 -0.7
C -0.111285 0.948765 0.532553 -4.5 13.6 7.2
C 0.731572 2.590315 0.452750 4.0 -13.1 -1.0
C 0.377992 3.257162 -0.642416 3.6 4.2 -6.8
C 1.543612 4.361569 -0.815638 -3.3 1.1 -6.7
O 2.787603 4.024221 -1.309114 0.8 -2.4 1.4
H 3.091828 3.339483 -0.673224 0.5 0.4 -0.7
H 1.253151 5.125410 -1.667822 -0.3 -1.2 1.9
H 1.549694 4.842095 0.028656 0.7 3.0 4.9
H -0.558904 3.691839 -0.687606 -1.9 1.2 0.5
H 0.537447 2.893416 -1.625384 -0.2 -1.8 -0.9
H 0.474779 3.021048 1.199056 -3.7 5.3 9.5
H 1.748070 2.166701 0.813724 -0.8 1.1 -1.9
C -1.648343 1.437675 0.442475 1.2 -0.7 -1.4
O -2.103277 2.447552 1.482063 15.9 -6.5 -3.8
C -3.270499 2.661075 1.524539 -13.2 0.9 -7.1
C -3.771621 3.861757 0.533982 4.8 -3.9 -4.7
H -4.751696 4.100993 0.430559 -2.9 0.8 0.3
H -3.564713 3.235054 -0.677478 -0.8 1.9 3.2
H -3.058450 4.692166 0.337397 -0.5 -0.3 0.9
H -3.360321 3.097083 2.345028 -2.5 3.0 8.0
H -3.918322 1.758678 1.277043 0.1 1.1 0.9
O -2.241418 0.053968 0.693527 -3.8 7.9 3.3
H -1.854448 1.834092 -0.698508 -0.1 -1.2 3.0
H -0.092357 0.741925 1.566564 1.0 -1.5 0.8
H -0.391069 -1.899369 -1.046827 1.0 -2.3 -1.5
H -1.924358 -5.190057 -1.828593 0.6 -0.9 -0.1
H -1.754816 -7.457998 -1.001858 -1.9 0.9 2.1
H -2.887943 -7.067353 0.624148 0.5 0.6 -0.7
```
Forces are in eV/Å.

Properties
total charge = 0
relative energy (zero: lowest compared OMol25 entry of this formula, charge and spin) = 2019.05 kJ/mol

---

(4)
Computed, not measured: C4H6O2S as an isolated structure at a distorted geometry, with ωB97M-V with the def2-TZVPD basis set.

```
13
Properties=species:S:1:pos:R:3:forces:R:3
C -1.114325 -1.022117 -0.577954 1.2 0.4 -3.1
C 0.100697 -1.129212 -1.194046 -1.4 1.9 4.1
C 2.128582 1.759154 0.269830 -2.3 -1.4 -0.2
C -1.156156 -0.465017 0.792701 -0.4 -1.6 -0.4
O 2.262626 -1.399880 0.331276 3.6 -3.2 1.0
O 0.135310 -0.501886 1.187400 3.9 0.3 1.1
S 1.336612 -0.425348 0.010534 -4.6 3.1 0.2
H -2.020347 -1.127769 -1.142118 -0.4 -0.6 -0.1
H 0.548163 -1.483059 -2.064075 -0.1 -0.5 -1.6
H 3.040748 1.365862 -0.087559 1.8 -0.4 -0.5
H 1.622305 1.976330 -0.690685 -0.1 0.6 0.0
H -1.458172 0.535980 0.920745 -1.2 1.3 -0.4
H -1.740532 -1.126886 1.450943 0.0 0.2 -0.1
```
Forces are in eV/Å.

Properties
total charge = 0
relative energy (zero: lowest compared OMol25 entry of this formula, charge and spin) = 624.27 kJ/mol

---

One value per record, in order, for HOMO level: -9.35 -10.63 -8.76 -8.96 eV.
One value per record, in order, for frontier orbital gap: 0.363 0.414 0.325 0.320 hartree.